A molecular structure, C2H3ClN3S in a non-equilibrium geometry, computed with ωB97M-V with the def2-TZVPD basis set.

ORCA input file:
```
! RIJCOSX wB97M-V def2-TZVPD def2/J DEFGRID3
* xyz 1 1
C -2.359 0.199 0.661
C -0.039 0.004 -0.213
N -1.603 1.313 -1.240
N -2.697 1.823 -1.299
N -1.393 0.525 -0.100
S -3.868 1.645 -0.228
Cl -2.681 -0.684 2.047
H -0.260 -1.012 -0.542
H 0.344 0.643 -0.999
H 0.350 0.092 0.790
*
```

* Kohn-Sham gap: 9.4 eV
* ΔE to the lowest compared entry with this formula, charge and spin: 1.909 eV
* LUMO level: -6.142 eV
* HOMO energy: -15.505 eV

Atomic partial charges in e from the natural (NBO) method, atoms 1 to 2: C 0.211; C -0.406

C2H3ClNOP in the gas phase in a non-equilibrium geometry, computed with ωB97M-V with the def2-TZVPD basis set.

ORCA input file:
```
! RIJCOSX wB97M-V def2-TZVPD def2/J DEFGRID3
* xyz 0 1
C -1.175 0.874 -0.137
C -0.604 -0.528 0.220
N -1.678 1.612 0.628
O 0.667 -0.651 -0.301
P 2.007 -0.262 0.516
Cl 3.549 -0.226 -0.822
H -0.951 0.992 -1.133
H -0.713 -0.468 1.269
H -1.102 -1.344 -0.239
*
```

* Kohn-Sham gap (alpha / beta): 9.0 / 7.0 eV
* ΔE to the lowest compared entry with this formula, charge and spin: 3.624 eV
* LUMO level (alpha / beta): -0.728 / -0.853 eV
* HOMO energy (alpha / beta): -9.699 / -7.900 eV

Atomic partial charges in e from the natural (NBO) method, atoms 1 to 2: C -0.066; C -0.095

2 unconnected molecules or ions with the total composition C2H3ClNP in a non-equilibrium geometry, computed with ωB97M-V with the def2-TZVPD basis set.

ORCA input file:
```
! RIJCOSX wB97M-V def2-TZVPD def2/J DEFGRID3
* xyz 0 1
C 1.130 -0.467 -0.199
C 0.491 0.465 0.697
N 1.007 -1.395 -1.017
P 2.196 0.889 0.676
Cl -3.494 0.789 0.682
H -2.485 0.984 -0.172
H -0.574 0.424 1.053
H 1.730 -1.689 -1.720
*
```

* Kohn-Sham gap: 7.5 eV
* ΔE to the lowest compared entry with this formula, charge and spin: 2.087 eV
* LUMO level: -0.857 eV
* HOMO energy: -8.382 eV
* structure (SMILES): [H]/N=c1/cp1.Cl

Atomic partial charges in e from the natural (NBO) method, atoms 1 to 2: C 0.104; C -0.560

2 unconnected molecules or ions with the total composition C2H3ClO in a non-equilibrium geometry, computed with ωB97M-V with the def2-TZVPD basis set.

ORCA input file:
```
! RIJCOSX wB97M-V def2-TZVPD def2/J DEFGRID3
* xyz 0 3
C 1.469 -0.344 -0.544
C 0.169 -0.209 -0.072
O 2.350 -0.939 -0.896
Cl 2.475 2.057 -0.417
H -0.557 -1.129 -0.125
H 0.230 0.423 0.909
H -0.196 0.541 -0.858
*
```

* Kohn-Sham gap (alpha / beta): 6.9 / 7.9 eV
* ΔE to the lowest compared entry with this formula, charge and spin: 0.000 eV
* LUMO level (alpha / beta): 0.858 / -3.749 eV
* HOMO energy (alpha / beta): -6.090 / -11.611 eV

Atomic partial charges in e from the natural (NBO) method, atoms 1 to 2: C 0.498; C -0.785

C2H3ClO2 in the gas phase in a non-equilibrium geometry, computed with ωB97M-V with the def2-TZVPD basis set.

ORCA input file:
```
! RIJCOSX wB97M-V def2-TZVPD def2/J DEFGRID3
* xyz 0 1
C 0.705 -0.027 -0.058
C -0.612 -0.660 0.316
H 1.488 1.770 -0.666
H -0.710 -1.553 -0.077
H -1.073 -0.557 1.399
O 0.652 1.447 0.054
O 1.580 -0.651 -0.569
Cl -2.030 0.231 -0.398
*
```

* Kohn-Sham gap: 11.2 eV
* ΔE to the lowest compared entry with this formula, charge and spin: 1.277 eV
* LUMO level: 0.427 eV
* HOMO energy: -10.819 eV
* structure (SMILES): O=C(O)CCl

Atomic partial charges in e from the natural (NBO) method, atoms 1 to 2: C 0.776; C -0.456

2 unconnected molecules or ions with the total composition C2H3ClO2P in a non-equilibrium geometry, computed with ωB97M-V with the def2-TZVPD basis set.

ORCA input file:
```
! RIJCOSX wB97M-V def2-TZVPD def2/J DEFGRID3
* xyz -1 1
C -0.523 -0.896 0.943
C -0.462 0.037 -0.404
O 0.496 -0.547 1.588
O -1.457 -1.645 1.173
P 1.023 1.074 -0.028
Cl -0.445 -0.772 -1.917
H -1.877 1.220 -0.265
H 1.351 1.467 -1.231
H 1.893 0.064 0.142
*
```

* Kohn-Sham gap: 8.1 eV
* ΔE to the lowest compared entry with this formula, charge and spin: 6.071 eV
* LUMO level: 3.658 eV
* HOMO energy: -4.392 eV

Atomic partial charges in e from the natural (NBO) method, atoms 1 to 2: C 0.743; C -0.512

3 unconnected molecules or ions with the total composition C2H3ClO2S in a non-equilibrium geometry, computed with ωB97M-V with the def2-TZVPD basis set.

ORCA input file:
```
! RIJCOSX wB97M-V def2-TZVPD def2/J DEFGRID3
* xyz 0 1
C -1.377 0.428 -0.519
C -0.987 1.500 -0.101
O 1.705 0.927 0.680
O 0.465 -1.124 1.062
S 0.610 0.295 1.344
Cl 0.887 -2.305 -1.592
H -1.209 -0.619 -0.616
H 0.744 -1.639 -0.418
H -0.839 2.537 0.159
*
```

* Kohn-Sham gap: 9.6 eV
* ΔE to the lowest compared entry with this formula, charge and spin: 2.573 eV
* LUMO level: -1.451 eV
* HOMO energy: -11.007 eV

Atomic partial charges in e from the natural (NBO) method, atoms 1 to 2: C -0.148; C -0.303

A molecular structure, C2H3ClO2S in a non-equilibrium geometry, computed with ωB97M-V with the def2-TZVPD basis set.

ORCA input file:
```
! RIJCOSX wB97M-V def2-TZVPD def2/J DEFGRID3
* xyz 0 1
C 0.445 -1.464 0.943
C -0.057 -0.222 0.927
O -0.258 0.460 -2.320
O -1.136 2.318 -1.105
S 0.015 1.737 -1.710
Cl 0.923 1.197 0.853
H -0.256 -2.453 0.871
H 1.431 -1.594 0.952
H -1.106 0.021 0.589
*
```

* Kohn-Sham gap: 9.5 eV
* ΔE to the lowest compared entry with this formula, charge and spin: 1.348 eV
* LUMO level: -0.643 eV
* HOMO energy: -10.179 eV

Atomic partial charges in e from the natural (NBO) method, atoms 1 to 2: C -0.360; C -0.252

2 unconnected molecules or ions with the total composition C2H3ClO3, computed with ωB97M-V with the def2-TZVPD basis set.

ORCA input file:
```
! RIJCOSX wB97M-V def2-TZVPD def2/J DEFGRID3
* xyz 0 1
C -0.938 -1.703 -0.898
C 0.777 1.655 1.140
O -0.168 -1.032 -1.500
O 1.137 1.547 -0.125
O 0.125 0.860 1.748
Cl -1.618 -3.169 -1.492
H 1.172 2.600 1.550
H 0.812 0.725 -0.542
H -1.300 -1.482 0.118
*
```

* Kohn-Sham gap: 11.3 eV
* ΔE to the lowest compared entry with this formula, charge and spin: 0.000 eV
* LUMO level: 0.419 eV
* HOMO energy: -10.926 eV
* structure (SMILES): O=CCl.O=CO

Atomic partial charges in e from the natural (NBO) method, atoms 1 to 2: C 0.374; C 0.654

A molecular structure, C2H3CrF4O in a non-equilibrium geometry, computed with ωB97M-V with the def2-TZVPD basis set.

ORCA input file:
```
! RIJCOSX wB97M-V def2-TZVPD def2/J DEFGRID3
* xyz 2 4
C -0.642 -0.248 0.991
F -1.143 -1.421 0.679
F -1.601 0.630 0.902
F -0.127 -0.486 2.209
F 0.919 1.671 1.797
C 0.098 -0.127 -1.568
O 0.463 -0.034 -0.181
Cr 1.975 0.483 0.889
H -0.725 0.562 -1.791
H 0.964 0.143 -2.182
H -0.182 -1.173 -1.744
*
```

* Kohn-Sham gap (alpha / beta): 6.9 / 10.4 eV
* LUMO level (alpha / beta): -15.827 / -12.908 eV
* HOMO energy (alpha / beta): -22.737 / -23.331 eV

Atomic partial charges in e from the natural (NBO) method, atoms 1 to 2: C 1.197; F -0.247

A molecular structure, C2H3ErO2P in a non-equilibrium geometry, computed with ωB97M-V with the def2-TZVPD basis set.

ORCA input file:
```
! RIJCOSX wB97M-V def2-TZVPD def2/J DEFGRID3
* xyz 3 4
O -0.127 -0.094 4.005
C -0.337 0.832 3.325
H -0.937 2.171 2.764
P -1.800 0.750 2.388
C 1.002 -0.865 -3.106
O 0.637 -0.162 -2.178
Er -0.601 -0.098 -0.196
H 1.697 -1.702 -2.933
H 0.466 -0.832 -4.069
*
```

* Kohn-Sham gap (alpha / beta): 6.6 / 6.4 eV
* LUMO level (alpha / beta): -15.894 / -16.135 eV
* HOMO energy (alpha / beta): -22.502 / -22.492 eV

Atomic partial charges in e from the natural (NBO) method, atoms 1 to 2: O -0.180; C 0.336

A molecular structure, C2H3EuLiO2 in a non-equilibrium geometry, computed with ωB97M-V with the def2-TZVPD basis set.

ORCA input file:
```
! RIJCOSX wB97M-V def2-TZVPD def2/J DEFGRID3
* xyz 2 8
H -3.603 -0.034 -0.159
O 2.157 0.462 -0.312
C 1.470 -0.610 -0.308
C 0.082 -0.542 -0.013
O -0.418 0.604 0.331
Li -2.326 0.846 0.646
Eu 1.205 2.299 0.218
H 1.953 -1.576 -0.496
H -0.521 -1.449 0.092
*
```

* Kohn-Sham gap (alpha / beta): 8.1 / 6.5 eV
* ΔE to the lowest compared entry with this formula, charge and spin: 1.370 eV
* LUMO level (alpha / beta): -8.518 / -9.217 eV
* HOMO energy (alpha / beta): -16.654 / -15.704 eV

Atomic partial charges in e from the Mulliken method, atoms 1 to 2: H 0.009; O -0.665

2 unconnected molecules or ions with the total composition C2H3F2N in a non-equilibrium geometry, computed with ωB97M-V with the def2-TZVPD basis set.

ORCA input file:
```
! RIJCOSX wB97M-V def2-TZVPD def2/J DEFGRID3
* xyz 0 1
C -0.193 0.099 0.727
C 0.523 -0.099 -1.186
N -0.250 0.820 1.798
F -1.137 -0.843 0.515
F 1.123 -1.280 -1.036
H 1.381 0.544 -1.424
H -0.333 0.107 -1.749
H -1.114 0.651 2.355
*
```

* Kohn-Sham gap: 10.9 eV
* ΔE to the lowest compared entry with this formula, charge and spin: 2.215 eV
* LUMO level: 0.325 eV
* HOMO energy: -10.546 eV

Atomic partial charges in e from the natural (NBO) method, atoms 1 to 2: C 0.575; C 0.123

2 unconnected molecules or ions with the total composition C2H3F2N in a non-equilibrium geometry, computed with ωB97M-V with the def2-TZVPD basis set.

ORCA input file:
```
! RIJCOSX wB97M-V def2-TZVPD def2/J DEFGRID3
* xyz 0 1
C -0.139 -0.003 -0.600
C 0.550 -0.335 0.598
N -1.394 -0.324 -0.629
F 0.642 1.602 1.797
F 1.830 -0.447 0.573
H 0.482 0.464 -1.444
H -0.162 -0.749 1.273
H -1.810 -0.208 -1.568
*
```

* Kohn-Sham gap (alpha / beta): 8.4 / 8.2 eV
* ΔE to the lowest compared entry with this formula, charge and spin: 3.094 eV
* LUMO level (alpha / beta): -2.336 / -2.377 eV
* HOMO energy (alpha / beta): -10.744 / -10.599 eV

Atomic partial charges in e from the natural (NBO) method, atoms 1 to 2: C -0.026; C 0.587

C2H3F2N3 in the gas phase in a non-equilibrium geometry, computed with ωB97M-V with the def2-TZVPD basis set.

ORCA input file:
```
! RIJCOSX wB97M-V def2-TZVPD def2/J DEFGRID3
* xyz 0 1
C -0.275 -0.619 -0.314
C 1.092 1.152 0.890
N 1.138 -0.546 -0.607
N 1.759 0.375 -0.041
N -0.692 0.306 0.611
F 1.386 0.988 2.159
F -1.396 1.321 0.022
H -0.782 -0.684 -1.363
H -0.527 -1.710 -0.062
H 1.029 2.193 0.727
*
```

* Kohn-Sham gap: 9.4 eV
* ΔE to the lowest compared entry with this formula, charge and spin: 3.235 eV
* LUMO level: -0.278 eV
* HOMO energy: -9.723 eV

Atomic partial charges in e from the natural (NBO) method, atoms 1 to 2: C -0.235; C 0.461

A gas-phase ion, C2H3F2O2S (charge -1) in a non-equilibrium geometry, computed with ωB97M-V with the def2-TZVPD basis set.

ORCA input file:
```
! RIJCOSX wB97M-V def2-TZVPD def2/J DEFGRID3
* xyz -1 1
C -0.827 0.592 -0.054
C 0.065 -0.194 0.762
O 1.982 0.348 -0.878
O 0.392 -1.243 -1.738
F 0.820 0.328 1.794
F -0.835 -1.296 1.478
S 1.346 -0.963 -0.674
H -1.034 0.003 -0.915
H -0.157 1.493 -0.137
H -1.752 0.933 0.363
*
```

* Kohn-Sham gap: 7.8 eV
* ΔE to the lowest compared entry with this formula, charge and spin: 0.489 eV
* LUMO level: 4.079 eV
* HOMO energy: -3.678 eV

Atomic partial charges in e from the natural (NBO) method, atoms 1 to 2: C -0.750; C 0.491

2 unconnected molecules or ions with the total composition C2H3F2O4S in a non-equilibrium geometry, computed with ωB97M-V with the def2-TZVPD basis set.

ORCA input file:
```
! RIJCOSX wB97M-V def2-TZVPD def2/J DEFGRID3
* xyz -1 1
C 2.131 0.161 -0.171
C -0.143 -0.445 0.134
O -2.561 0.873 -1.368
O -3.048 -0.834 0.362
O -2.419 1.447 1.051
O 0.750 0.568 0.059
F 0.079 -1.238 1.303
F 0.195 -1.373 -0.871
S -2.460 0.465 0.018
H 2.110 -0.241 -1.098
H 2.563 -0.484 0.630
H 2.803 1.101 -0.049
*
```

* Kohn-Sham gap: 8.5 eV
* ΔE to the lowest compared entry with this formula, charge and spin: 1.778 eV
* LUMO level: 3.714 eV
* HOMO energy: -4.806 eV

Atomic partial charges in e from the natural (NBO) method, atoms 1 to 2: C -0.271; C 0.613

2 unconnected molecules or ions with the total composition C2H3F2OP in a non-equilibrium geometry, computed with ωB97M-V with the def2-TZVPD basis set.

ORCA input file:
```
! RIJCOSX wB97M-V def2-TZVPD def2/J DEFGRID3
* xyz 0 1
C -0.570 -0.765 -1.492
C 0.488 0.756 2.339
O 1.786 0.211 -0.479
F -0.744 0.782 2.737
F 0.845 1.978 2.231
P 0.409 0.040 -0.045
H 0.022 -0.927 -2.559
H -1.471 -0.252 -1.637
H -0.766 -1.821 -1.095
*
```

* Kohn-Sham gap: 8.2 eV
* ΔE to the lowest compared entry with this formula, charge and spin: 5.465 eV
* LUMO level: -0.747 eV
* HOMO energy: -8.988 eV

Atomic partial charges in e from the natural (NBO) method, atoms 1 to 2: C -1.052; C 0.569

C2H3F2P in the gas phase in a non-equilibrium geometry, computed with ωB97M-V with the def2-TZVPD basis set.

ORCA input file:
```
! RIJCOSX wB97M-V def2-TZVPD def2/J DEFGRID3
* xyz 0 1
C 1.364 0.146 -0.399
C 0.224 -0.158 0.189
F -1.982 1.050 0.290
F -2.202 -1.319 0.351
P -1.348 -0.189 -0.625
H 2.166 0.409 0.266
H 1.475 0.464 -1.352
H 0.303 -0.404 1.279
*
```

* Kohn-Sham gap: 10.5 eV
* ΔE to the lowest compared entry with this formula, charge and spin: 0.019 eV
* LUMO level: 0.030 eV
* HOMO energy: -10.496 eV
* structure (SMILES): C=CP(F)F

Atomic partial charges in e from the natural (NBO) method, atoms 1 to 2: C -0.293; C -0.629

C2H3F2PS in the gas phase in a non-equilibrium geometry, computed with ωB97M-V with the def2-TZVPD basis set.

ORCA input file:
```
! RIJCOSX wB97M-V def2-TZVPD def2/J DEFGRID3
* xyz 0 1
C 0.354 -0.014 -0.084
C -0.932 0.006 -0.298
F -3.380 0.779 -1.192
F -1.802 -0.637 -2.717
P -1.519 0.663 -1.891
S -0.762 2.079 -2.953
H 0.804 -0.389 0.931
H 1.011 0.184 -0.901
H -1.796 -0.283 0.346
*
```

* Kohn-Sham gap: 10.0 eV
* ΔE to the lowest compared entry with this formula, charge and spin: 1.620 eV
* LUMO level: -0.417 eV
* HOMO energy: -10.422 eV
* structure (SMILES): C=CP(F)(F)=S

Atomic partial charges in e from the natural (NBO) method, atoms 1 to 2: C -0.295; C -0.597